[1]
The following is a DFT calculation (ωB97M-V with the def2-TZVPD basis set) of an isolated ion of composition C5H9NO and charge -1.

For the HOMO-LUMO gap (spin up / spin down), the calculation gives 0.098 / 0.312 hartree. As for the total charge: -1. Its LUMO energy (spin up / spin down) is 3.82 / 3.70 eV. As for the spin multiplicity: 2. As for the expectation value of S²: 0.752.

Last column: natural (NBO) charge in e.
Atoms and positions in Å:
C -0.73 -0.08 2.27  0.43
H -0.12 1.28 0.15  0.25
C -0.65 0.21 -0.20  -0.41
H -1.24 -1.64 0.91  0.21
N 1.41 0.15 -1.47  -0.52
H -2.51 -0.67 1.08  0.22
H 1.99 1.01 -3.31  0.13
C 1.41 0.27 -2.74  -0.37
H -0.87 -0.62 3.11  0.08
H 0.80 -1.39 -0.04  0.08
H 0.67 -0.12 -3.53  0.09
O -0.11 0.90 2.26  -0.52
H -0.13 -1.48 -1.44  0.16
H -1.43 0.62 -0.85  0.18
C -1.40 -0.57 0.99  -0.60
C 0.35 -0.69 -0.98  -0.39



[2]
The following is a DFT calculation (ωB97M-V with the def2-TZVPD basis set) of a 2-piece molecular cluster, C2H7NO3 overall.

For the HOMO-LUMO gap, the calculation gives 0.399 hartree. Its LUMO energy is 0.81 eV. Its SMILES is O=CNCO.O.

Last column: natural (NBO) charge in e.
Atoms and positions in Å:
H -1.06 0.37 -1.27  0.18
H -0.21 1.90 -1.53  0.17
N 0.99 0.38 -0.90  -0.63
H -1.00 -1.11 2.74  0.49
O 0.05 -1.60 -0.36  -0.68
H 2.06 -1.38 -0.63  0.13
C 1.06 -0.94 -0.58  0.53
H 1.77 0.81 -1.36  0.40
O -0.50 1.47 0.50  -0.71
C -0.37 1.09 -0.81  0.09
H -0.90 -1.10 1.22  0.50
H -0.73 0.65 1.00  0.50
O -1.16 -0.54 1.97  -0.97



Asked for strongest force on any atom across the records above, the calculation gives 6.541 3.252 eV Å⁻¹ in order.